# 1
The following is a quantum chemistry calculation of a cluster of 2 separate species, C23H34N3O in total in a non-equilibrium geometry, from OMol25.

The geometry in XYZ format:
```
61
C23H34N3O | OMol25 | the ωB97M-V functional and the def2-TZVPD basis
C -6.143 -2.166 0.130
N -5.373 -1.995 1.348
C -5.864 -2.674 2.526
C -4.148 -1.369 1.327
C -4.030 -0.098 0.693
C -2.795 0.505 0.564
C -1.594 -0.156 0.964
C -0.331 0.477 0.774
C 0.942 -0.174 0.786
C 2.087 0.606 1.111
C 3.320 0.029 1.300
C 3.510 -1.368 1.112
N 4.790 -1.918 1.236
C 5.333 -2.275 2.533
C 5.459 -2.531 0.105
C 2.388 -2.151 0.708
C 1.149 -1.562 0.503
C -1.731 -1.422 1.611
C -2.974 -1.987 1.841
H -5.843 -1.430 -0.625
H -6.010 -3.178 -0.291
H -7.205 -2.045 0.362
H -5.532 -2.141 3.424
H -6.958 -2.669 2.493
H -5.521 -3.716 2.584
H -4.931 0.404 0.320
H -2.725 1.503 0.132
H -0.324 1.571 0.784
H 1.955 1.680 1.231
H 4.181 0.657 1.560
H 4.943 -1.598 3.300
H 5.070 -3.312 2.796
H 6.427 -2.209 2.504
H 5.251 -1.978 -0.820
H 6.538 -2.512 0.285
H 5.161 -3.582 -0.024
H 2.515 -3.231 0.572
H 0.312 -2.170 0.150
H -0.835 -1.943 1.954
H -3.040 -2.955 2.351
C 3.176 3.642 -0.172
O 2.118 2.902 -0.774
C 1.685 3.433 -2.003
C 0.752 2.417 -2.666
C -0.124 2.984 -3.797
C -1.479 2.269 -3.639
C -1.438 1.571 -2.268
N -0.151 1.868 -1.700
H 3.612 2.992 0.598
H 3.966 3.918 -0.900
H 2.806 4.562 0.318
H 1.121 4.375 -1.836
H 2.561 3.617 -2.665
H 1.392 1.603 -3.058
H -0.249 4.067 -3.673
H 0.311 2.782 -4.780
H -2.291 2.997 -3.682
H -1.625 1.513 -4.414
H -2.226 1.975 -1.624
H -1.610 0.484 -2.323
H 0.271 1.115 -1.158
```

Properties
* total energy: -30911.901 eV
* HOMO energy: -10.7 eV
* lowest unoccupied orbital energy: -4.926 eV
* charge: +1
* gap between HOMO and LUMO: 0.212 Eh

Charges obtained by Löwdin population analysis, quoted in units of e: -0.04, -0.20, -0.05, -0.20, 0.01, 0.00, -0.19, 0.08, -0.20, 0.00, 0.02, -0.20, -0.24, -0.06, -0.06, 0.02, 0.00, 0.00, 0.02, 0.09, 0.10, 0.09, 0.10, 0.09, 0.09, 0.13, 0.11, 0.14, 0.11, 0.13, 0.09, 0.09, 0.09, 0.10, 0.09, 0.09, 0.13, 0.12, 0.12, 0.13, -0.09, -0.23, -0.19, -0.33, -0.12, -0.14, -0.22, -0.03, 0.07, 0.10, 0.10, 0.14, 0.14, 0.15, 0.11, 0.12, 0.11, 0.11, 0.08, 0.12, 0.08

***

# 2
The following is a quantum chemistry calculation of the ion C8H9N2O2 with charge +1 in a non-equilibrium geometry, from OMol25.

The geometry in XYZ format:
```
21
C8H9N2O2 | OMol25 | the ωB97M-V functional and the def2-TZVPD basis
C -1.447 0.685 1.542
C -0.910 -0.660 1.385
C -1.033 1.782 0.923
C -0.350 -1.250 0.331
C 3.263 0.581 -0.104
C 2.771 -0.724 0.247
C 0.796 0.479 -1.072
C -1.481 -0.218 -1.621
N 1.908 0.212 -0.419
N -0.191 -0.626 -0.996
O 3.975 1.504 -0.181
O 2.716 -1.830 0.645
H -2.214 0.771 2.301
H -0.994 -1.276 2.272
H -1.446 2.757 1.108
H 0.033 -2.258 0.391
H -0.226 1.737 0.175
H -2.168 0.128 -0.852
H -1.292 0.604 -2.311
H -1.924 -1.056 -2.154
H 0.213 -1.343 -1.611
```

Properties
* total energy: -15503.543 eV
* HOMO energy: -13.8 eV
* lowest unoccupied orbital energy: -6.394 eV
* energy relative to the best compared isomer or geometry (same formula, charge and spin): 7.098 eV
* charge: +1
* gap between HOMO and LUMO: 0.272 Eh

Charges obtained by Löwdin population analysis, quoted in units of e: -0.14, -0.05, 0.06, -0.06, -0.23, -0.23, 0.11, 0.01, 0.13, -0.12, 0.27, 0.24, 0.11, 0.13, 0.08, 0.13, 0.04, 0.09, 0.11, 0.11, 0.19

***

# 3
The following is a quantum chemistry calculation of a structure of composition C25H20Cl2N3NaOS3Si in a non-equilibrium geometry, from OMol25.

The geometry in XYZ format:
```
56
C25H20Cl2N3NaOS3Si | OMol25 | the ωB97M-V functional and the def2-TZVPD basis
Na 3.764 5.592 20.584
Cl 2.469 10.500 21.782
C 3.975 9.690 21.773
C 5.051 10.526 22.164
C 6.321 10.042 22.313
Cl 7.532 11.100 22.947
C 6.607 8.695 21.963
C 7.877 8.129 22.106
C 8.031 6.767 21.889
C 6.945 6.006 21.466
N 5.729 6.489 21.300
C 5.541 7.819 21.520
C 4.161 8.312 21.395
O 3.228 7.632 20.927
H 4.893 11.595 22.357
H 8.724 8.698 22.487
H 9.014 6.284 22.006
H 7.067 4.925 21.298
C 2.616 6.013 16.260
Si 3.919 5.319 17.345
C 3.814 3.435 17.531
C 5.504 5.867 16.535
C 6.722 5.257 16.933
C 7.926 5.513 16.300
C 7.980 6.512 15.348
C 6.836 7.268 15.025
C 5.612 6.945 15.624
H 2.741 5.830 15.194
H 2.550 7.085 16.422
H 1.653 5.526 16.478
H 4.780 2.975 17.397
H 3.101 3.092 16.739
H 3.332 3.108 18.480
H 6.784 4.456 17.716
H 8.851 5.039 16.576
H 8.933 6.699 14.838
H 6.859 8.120 14.314
H 4.735 7.572 15.322
S -0.795 -0.706 21.254
C 0.525 0.178 21.749
S 1.009 1.439 20.690
C 2.354 1.798 21.779
N 2.301 1.022 22.904
N 1.201 0.147 22.930
C 1.138 -0.587 24.167
C 1.964 -0.168 25.259
C 2.056 -1.016 26.339
C 1.335 -2.214 26.356
C 0.490 -2.562 25.361
C 0.368 -1.723 24.251
S 3.675 2.744 21.218
H 2.518 0.747 25.174
H 2.700 -0.796 27.214
H 1.480 -2.878 27.220
H -0.109 -3.455 25.379
H -0.253 -1.986 23.364
```

Properties
* total energy: -102613.813 eV
* HOMO energy: 0.1 eV
* lowest unoccupied orbital energy: 3.830 eV
* energy relative to the best compared isomer or geometry (same formula, charge and spin): 0.000 eV
* charge: -2
* gap between HOMO and LUMO: 0.137 Eh

Charges obtained by Löwdin population analysis, quoted in units of e: 0.19, 0.65, -0.62, -0.18, -0.67, 0.62, -0.18, -0.05, -0.07, -0.14, 0.09, -0.11, -0.41, -0.10, 0.09, 0.08, 0.10, 0.12, -0.33, 0.55, -0.29, -0.33, -0.14, -0.15, -0.16, -0.13, -0.13, 0.00, 0.01, 0.01, -0.01, 0.01, -0.05, 0.10, 0.08, 0.08, 0.09, 0.10, 0.48, -1.14, 0.93, -1.12, -0.03, -0.13, -0.17, -0.01, -0.10, -0.14, -0.11, -0.05, 0.47, 0.09, 0.11, 0.10, 0.09, 0.04

***

# 4
The following is a quantum chemistry calculation of a cluster of 4 separate species, C23H55ClP in total, from OMol25.

The geometry in XYZ format:
```
80
C23H55ClP | OMol25 | the ωB97M-V functional and the def2-TZVPD basis
C -0.045 1.844 8.648
C -0.624 2.667 7.479
C -0.119 2.196 6.114
C -0.441 4.176 7.695
C 0.940 4.767 7.336
P 2.365 3.959 8.059
Cl 4.042 4.635 7.280
H 0.616 1.045 8.305
H -0.832 1.369 9.230
H 0.514 2.453 9.370
H -1.704 2.519 7.472
H -0.197 1.114 6.031
H -0.703 2.627 5.301
H 0.929 2.451 5.924
H -0.669 4.426 8.733
H -1.151 4.737 7.085
H 1.011 5.804 7.676
H 1.129 4.764 6.261
H 2.435 4.194 9.435
H 2.378 2.577 7.898
C -2.181 -0.604 4.252
C -1.731 -1.087 2.879
C -0.511 -0.338 2.345
C -0.701 1.172 2.187
C -1.884 1.581 1.310
C -1.789 1.055 -0.117
H -2.495 0.441 4.225
H -3.020 -1.188 4.631
H -1.364 -0.692 4.975
H -2.561 -1.001 2.173
H -1.490 -2.152 2.930
H -0.221 -0.770 1.384
H 0.336 -0.515 3.018
H 0.216 1.594 1.763
H -0.818 1.631 3.175
H -1.942 2.673 1.289
H -2.819 1.240 1.764
H -0.872 1.399 -0.601
H -2.629 1.399 -0.720
H -1.790 -0.036 -0.147
C 2.119 -0.047 -5.665
C 1.731 0.519 -4.304
C 0.368 0.030 -3.816
C -0.812 0.411 -4.713
C -1.008 1.912 -4.921
C -1.248 2.669 -3.621
H 1.422 0.265 -6.445
H 3.114 0.282 -5.964
H 2.122 -1.141 -5.645
H 1.745 1.612 -4.341
H 2.487 0.233 -3.567
H 0.191 0.403 -2.802
H 0.398 -1.061 -3.732
H -1.725 -0.003 -4.270
H -0.708 -0.079 -5.685
H -1.857 2.062 -5.592
H -0.140 2.335 -5.436
H -2.115 2.263 -3.095
H -1.431 3.730 -3.800
H -0.390 2.592 -2.950
C -1.098 -3.061 -5.312
C -0.770 -4.548 -5.347
C 0.210 -4.967 -4.251
C 1.548 -4.222 -4.270
C 2.300 -4.287 -5.599
C 2.653 -5.705 -6.031
H -0.199 -2.465 -5.481
H -1.822 -2.783 -6.078
H -1.508 -2.768 -4.342
H -0.360 -4.803 -6.328
H -1.687 -5.134 -5.243
H 0.386 -6.044 -4.324
H -0.259 -4.805 -3.275
H 2.185 -4.633 -3.480
H 1.384 -3.172 -4.008
H 3.216 -3.696 -5.509
H 1.709 -3.803 -6.383
H 3.256 -6.205 -5.270
H 3.222 -5.705 -6.961
H 1.760 -6.310 -6.193
```

Properties
* total energy: -46548.552 eV
* HOMO energy: -11.9 eV
* lowest unoccupied orbital energy: -3.774 eV
* charge: +1
* gap between HOMO and LUMO: 0.300 Eh

Charges obtained by Löwdin population analysis, quoted in units of e: -0.08, -0.42, -0.07, -0.20, -0.36, 0.62, 0.42, 0.08, 0.09, 0.05, 0.14, 0.07, 0.08, 0.07, 0.12, 0.13, 0.11, 0.10, 0.03, 0.01, -0.11, -0.26, -0.22, -0.23, -0.26, -0.11, 0.06, 0.07, 0.06, 0.10, 0.11, 0.10, 0.11, 0.11, 0.07, 0.11, 0.10, 0.07, 0.07, 0.07, -0.10, -0.26, -0.22, -0.23, -0.26, -0.11, 0.07, 0.07, 0.06, 0.10, 0.10, 0.09, 0.08, 0.11, 0.09, 0.11, 0.10, 0.06, 0.07, 0.06, -0.12, -0.26, -0.22, -0.23, -0.28, -0.11, 0.04, 0.08, 0.08, 0.10, 0.11, 0.10, 0.11, 0.11, 0.08, 0.10, 0.10, 0.08, 0.07, 0.07

***

Question: What is the formula in the fourth record?
Answer: C23H55ClP